{"formula": "C54H65F7O9S3", "method": "the ωB97M-V functional and the def2-TZVPD basis", "homo_ev": -8.774, "lumo_ev": 0.113, "multiplicity": 1, "homo_lumo_gap_ha": 0.32659, "elements": ["S", "S", "S", "F", "F", "F", "F", "F", "F", "F", "O", "O", "O", "O", "O", "O", "O", "O", "O", "C", "C", "C", "C", "C", "C", "C", "C", "C", "C", "C", "C", "C", "C", "C", "C", "C", "C", "C", "C", "C", "C", "C", "C", "C", "C", "C", "C", "C", "C", "C", "C", "C", "C", "C", "C", "C", "C", "C", "C", "C", "C", "C", "C", "C", "C", "C", "C", "C", "C", "C", "C", "C", "C", "H", "H", "H", "H", "H", "H", "H", "H", "H", "H", "H", "H", "H", "H", "H", "H", "H", "H", "H", "H", "H", "H", "H", "H", "H", "H", "H", "H", "H", "H", "H", "H", "H", "H", "H", "H", "H", "H", "H", "H", "H", "H", "H", "H", "H", "H", "H", "H", "H", "H", "H", "H", "H", "H", "H", "H", "H", "H", "H", "H", "H", "H", "H", "H", "H"], "xyz": [[-8.21, 14.32, -35.72], [-10.19, 8.41, -35.56], [-3.61, 13.14, -25.74], [-6.89, 10.34, -40.17], [-11.23, 14.30, -32.47], [-8.33, 10.80, -32.73], [-8.84, 8.97, -30.71], [-5.47, 6.36, -34.11], [-1.63, 18.04, -34.77], [-10.16, 12.14, -29.91], [-0.57, 15.23, -30.30], [-2.20, 13.27, -25.21], [-1.28, 12.80, -36.58], [0.52, 13.70, -31.33], [-1.98, 11.57, -34.83], [-1.26, 13.11, -30.05], [-7.11, 13.67, -36.52], [-3.19, 13.21, -35.42], [-10.56, 9.64, -36.35], [-11.59, 15.93, -30.81], [-4.56, 17.27, -32.76], [-4.14, 16.09, -32.20], [-2.90, 15.52, -32.52], [-7.00, 12.19, -31.42], [-3.66, 17.99, -33.55], [-12.73, 9.82, -30.85], [-2.06, 16.20, -33.38], [-7.13, 11.33, -32.49], [-5.41, 8.95, -38.97], [-11.72, 10.77, -30.96], [-10.51, 8.74, -33.82], [-4.65, 12.31, -31.84], [-9.88, 16.21, -29.14], [-2.92, 8.33, -32.43], [-11.25, 10.53, -28.57], [-11.17, 16.41, -29.57], [-3.48, 12.24, -27.30], [-5.22, 10.88, -36.98], [-4.77, 11.46, -32.94], [-1.16, 10.43, -35.10], [-6.12, 10.14, -39.10], [-4.18, 14.72, -26.44], [-9.01, 12.84, -35.04], [-9.43, 14.86, -31.08], [-11.05, 11.15, -29.81], [-6.48, 5.98, -29.17], [-6.03, 10.98, -33.25], [-7.44, 14.85, -34.17], [-1.47, 15.77, -29.36], [-1.86, 7.44, -32.50], [-4.14, 8.01, -33.02], [-5.73, 12.66, -31.05], [-12.14, 9.48, -28.52], [-7.84, 6.02, -28.88], [-5.92, 7.01, -29.91], [-4.26, 6.81, -33.68], [-8.36, 8.48, -35.49], [-3.22, 5.91, -33.77], [-10.76, 15.08, -31.47], [-8.99, 15.47, -29.92], [-4.59, 8.73, -37.86], [-2.47, 17.40, -33.95], [-0.49, 13.92, -30.52], [1.05, 12.34, -31.33], [-1.98, 6.25, -33.22], [-6.70, 8.08, -30.40], [-4.49, 9.70, -36.86], [-2.06, 12.57, -35.69], [-3.76, 14.11, -36.36], [-6.00, 11.09, -38.11], [-8.63, 7.05, -29.38], [-8.05, 8.04, -30.13], [-12.92, 9.16, -29.63], [-13.32, 9.42, -31.66], [-1.24, 5.46, -33.24], [-2.81, 9.23, -31.84], [-9.67, 16.59, -28.15], [-9.49, 12.27, -35.85], [-2.72, 14.57, -32.05], [-12.63, 16.06, -31.06], [-4.21, 7.74, -37.65], [-10.42, 9.78, -33.51], [-1.60, 9.87, -35.93], [-10.68, 10.83, -27.71], [-6.20, 10.34, -34.12], [-8.26, 5.28, -28.22], [-12.24, 8.97, -27.57], [-8.79, 14.23, -31.68], [-4.81, 14.11, -36.09], [-5.47, 8.25, -39.79], [-7.98, 8.13, -36.45], [-7.96, 15.42, -29.59], [-3.96, 9.53, -35.93], [-5.53, 17.71, -32.57], [-3.31, 15.10, -36.22], [-8.24, 15.44, -33.69], [-2.98, 11.28, -27.24], [-5.03, 8.59, -32.83], [-4.51, 12.10, -27.65], [-8.21, 12.25, -34.61], [-1.27, 16.82, -29.18], [-7.12, 14.06, -33.51], [-11.86, 16.99, -28.97], [-11.45, 11.29, -31.87], [-2.48, 15.77, -29.79], [-0.90, 7.62, -32.03], [-7.83, 12.37, -30.74], [-2.93, 12.76, -28.09], [-4.82, 15.45, -31.64], [-1.16, 15.74, -33.78], [-1.53, 15.33, -28.37], [-11.48, 8.39, -33.47], [-3.37, 15.31, -26.87], [-5.54, 13.24, -30.15], [-9.83, 13.08, -34.35], [-4.84, 7.12, -29.97], [-6.74, 15.60, -34.56], [-5.88, 5.24, -28.65], [1.48, 12.17, -30.34], [-5.03, 14.63, -27.11], [-3.84, 11.21, -33.43], [-7.99, 9.45, -35.18], [0.23, 11.67, -31.58], [-6.17, 8.82, -30.99], [-5.05, 11.70, -36.30], [-6.58, 12.00, -38.04], [-4.53, 15.26, -25.55], [-8.04, 7.77, -34.72], [-9.75, 8.19, -33.25], [-3.96, 18.93, -33.99], [-3.36, 4.94, -34.21], [-9.65, 7.17, -29.04], [-3.66, 12.69, -31.62], [-1.09, 9.90, -34.16], [-3.73, 13.78, -37.40], [-0.17, 10.74, -35.44], [1.83, 12.38, -32.09], [-13.63, 8.35, -29.63]]}

=====

{"formula": "C54H69CaN2O8P2SSi", "method": "the ωB97M-V functional and the def2-TZVPD basis", "homo_ev": -9.653, "lumo_ev": -2.591, "multiplicity": 1, "total_charge": 1, "homo_lumo_gap_ha": 0.25952, "elements": ["Ca", "S", "P", "P", "Si", "O", "O", "O", "O", "O", "O", "O", "O", "N", "N", "C", "C", "C", "C", "C", "C", "C", "C", "C", "C", "C", "C", "C", "C", "C", "C", "C", "C", "C", "C", "C", "C", "C", "C", "C", "C", "C", "C", "C", "C", "C", "C", "C", "C", "C", "C", "C", "C", "C", "C", "C", "C", "C", "C", "C", "C", "C", "C", "C", "C", "C", "C", "C", "C", "H", "H", "H", "H", "H", "H", "H", "H", "H", "H", "H", "H", "H", "H", "H", "H", "H", "H", "H", "H", "H", "H", "H", "H", "H", "H", "H", "H", "H", "H", "H", "H", "H", "H", "H", "H", "H", "H", "H", "H", "H", "H", "H", "H", "H", "H", "H", "H", "H", "H", "H", "H", "H", "H", "H", "H", "H", "H", "H", "H", "H", "H", "H", "H", "H", "H", "H", "H", "H"], "xyz": [[-0.57, 0.72, -0.71], [1.30, -0.79, 0.51], [-1.92, 1.17, 2.27], [0.76, 2.54, 1.79], [2.42, -2.33, -0.30], [0.31, 2.50, 0.35], [3.95, -1.79, -0.57], [0.22, 1.82, -2.58], [1.90, -2.85, -1.78], [-4.67, -0.82, -3.08], [-1.98, 0.42, 0.96], [-2.36, 0.49, -2.06], [2.40, -3.66, 0.66], [1.90, 1.14, -3.94], [-5.06, 1.80, -2.21], [-0.10, 6.47, 2.14], [-3.27, 1.58, -3.94], [3.40, -2.79, 2.68], [0.87, -3.76, -2.16], [-4.85, -1.65, -0.80], [0.08, 5.19, 1.64], [2.80, 1.47, -5.02], [-1.44, 0.19, -5.50], [5.13, -2.44, -1.07], [0.67, 4.42, 3.85], [-4.02, -1.30, 5.48], [1.29, -5.18, -1.83], [3.39, 2.91, 1.23], [-3.07, 1.94, -5.31], [2.99, -5.24, 2.31], [-2.19, -0.95, 3.96], [-5.37, 0.94, 0.00], [-5.05, 0.68, -1.33], [2.96, 1.27, 2.94], [-2.61, 2.81, 2.13], [-2.75, 3.65, 3.24], [0.48, 5.70, 4.34], [2.07, -0.16, -3.32], [4.75, 2.67, 1.36], [0.72, -3.60, -3.67], [-5.42, -0.07, 0.93], [5.04, -3.95, -0.96], [4.32, 1.04, 3.07], [-3.47, 4.56, 0.71], [-2.98, 3.27, 0.87], [5.27, -2.03, -2.53], [0.98, 2.01, -3.52], [-4.58, -0.08, 5.10], [-3.25, 4.93, 3.08], [-5.13, -1.37, 0.53], [-2.74, 0.28, 3.58], [-4.39, 2.13, -3.31], [5.21, 1.74, 2.28], [-3.94, 0.71, 4.15], [2.49, 2.20, 2.02], [-1.55, -0.13, -4.19], [1.05, -3.69, 2.64], [-0.44, -3.40, -1.46], [-4.85, -0.63, -1.75], [-0.19, 1.37, 2.81], [-2.83, -1.73, 4.90], [-2.17, 1.27, -6.08], [2.46, -3.83, 2.08], [6.28, -1.91, -0.24], [-3.62, 5.38, 1.82], [0.46, 4.16, 2.49], [0.10, 6.73, 3.48], [-4.50, -2.14, -3.56], [-2.40, 0.63, -3.31], [2.59, 2.47, -5.39], [1.50, -5.28, -0.76], [4.87, -4.27, 0.07], [-4.52, -1.91, 6.22], [5.37, -0.95, -2.62], [0.40, -4.46, 2.21], [-0.16, 1.66, 3.86], [-0.70, -2.35, -1.63], [-0.76, -0.38, -6.12], [-3.74, 4.92, -0.27], [2.98, -0.19, -2.72], [-2.89, 2.62, 0.01], [-5.66, 0.15, 1.96], [-2.46, 3.32, 4.23], [6.16, -2.49, -2.98], [-0.08, 4.98, 0.59], [-4.01, 6.39, 1.70], [6.27, 1.56, 2.37], [2.87, -5.53, 3.36], [3.53, -2.99, 3.75], [1.06, -3.82, 3.72], [1.00, 3.64, 4.52], [0.03, -4.34, -4.07], [2.69, 0.76, -5.84], [5.45, 3.21, 0.73], [6.34, -0.82, -0.32], [-1.25, -4.02, -1.84], [0.34, -2.61, -3.92], [-0.37, -3.54, -0.38], [-5.14, -2.18, 1.25], [-2.41, -2.68, 5.19], [2.11, -0.93, -4.09], [-5.34, -2.77, -3.27], [1.24, -0.39, -2.65], [-0.39, 7.27, 1.47], [4.05, -5.31, 2.07], [4.40, -2.35, -3.09], [-5.56, 1.97, 0.30], [-5.80, 2.45, -1.98], [-4.83, 2.99, -3.80], [3.03, 3.62, 0.50], [6.14, -2.17, 0.81], [-3.68, 2.72, -5.74], [-4.46, -2.06, -4.64], [0.65, -2.71, 2.39], [-3.57, -2.57, -3.19], [-5.50, 0.25, 5.54], [-1.28, -1.31, 3.50], [0.26, 0.37, 2.68], [-2.05, 1.52, -7.12], [0.49, -5.87, -2.10], [3.83, 1.44, -4.67], [-3.35, 5.58, 3.94], [3.00, -1.79, 2.55], [7.24, -2.33, -0.56], [2.18, -5.45, -2.38], [2.27, 0.68, 3.53], [5.97, -4.40, -1.31], [-0.04, 7.73, 3.87], [-4.39, 1.65, 3.85], [4.37, -2.85, 2.20], [-4.65, -2.66, -1.09], [1.69, -3.73, -4.15], [2.45, -5.95, 1.69], [4.68, 0.31, 3.78], [0.95, 2.94, -4.09], [-0.97, -0.93, -3.75], [0.64, 5.90, 5.39], [4.22, -4.35, -1.57]]}